No. 1
An isolated molecule of C18H28N2O5S in a non-equilibrium geometry, computed with the ωB97M-V functional and the def2-TZVPD basis.

Structure (XYZ):
```
54
Properties=species:S:1:pos:R:3
C 2.3601 1.9626 1.4026
C 1.1585 1.3364 0.5678
C -0.1847 1.1315 1.1064
C -1.0254 0.5149 0.2979
S -2.6473 0.2158 1.0525
O -2.6293 0.9176 2.2156
O -2.8707 -1.1529 0.8765
N -3.7262 0.8860 0.0370
C -3.8824 2.4173 0.4669
C -2.7240 3.1569 0.1980
C -2.2423 3.4543 -1.2566
C -3.1503 4.5719 0.4730
C -0.7183 0.0487 -1.1354
C 0.6558 0.1057 -1.4576
C 1.7502 0.7726 -0.6479
O 2.7970 0.7535 -1.2321
C 3.2171 0.0673 -2.3911
C 3.0256 -1.5405 -2.2814
O 2.7752 -1.9377 -3.3703
N 3.2183 -1.9019 -0.9141
C 3.0328 -3.1980 -0.5336
C 2.0855 -3.2469 0.7812
C 1.6662 -4.6028 1.2216
C 0.2354 -4.4333 1.0286
C 0.1055 -2.8937 1.4303
O 1.2841 -2.1166 0.7042
H 2.7775 2.6392 0.6898
H 1.7556 2.4087 2.1997
H 3.1631 1.3135 1.6512
H -0.3215 1.4468 2.0274
H -4.4918 0.3577 -0.4364
H -4.7884 2.6232 -0.4168
H -4.2646 2.2952 1.3162
H -2.1016 2.8422 0.6811
H -2.8792 3.6445 -1.8102
H -1.9523 2.2671 -1.7040
H -1.2686 3.9833 -1.5095
H -3.5767 4.8423 1.5440
H -3.9713 5.2335 -0.0909
H -2.3267 5.5733 0.4068
H -1.5266 -0.5909 -1.5892
H 0.6667 -0.4449 -2.4091
H 2.6863 0.5770 -3.2177
H 4.2466 0.1912 -2.3304
H 3.3728 -1.2404 -0.3573
H 3.8824 -3.6914 -0.6205
H 2.3161 -3.5558 -1.3401
H 3.0252 -2.8630 1.5642
H 1.7980 -4.8885 2.0596
H 2.1469 -5.3691 0.5416
H -0.1472 -4.5237 -0.0848
H -0.6358 -5.0809 1.5170
H -0.2289 -2.9619 2.2340
H -0.9226 -2.3169 0.8444
```

Calculated values
SMILES ... Cc1cc(S(=O)(=O)NCC(C)C)ccc1OCC(=O)NC[C@@H]1CCCO1
LUMO ... 0.7 eV
Energy relative to the best compared isomer or geometry (same formula, charge and spin) ... 458.8 kcal/mol
HOMO energy ... -0.28833 Ha
Spin multiplicity ... 1

So, what does the Mulliken scheme give us? The charges, in e, come out as: number 1, C, carries -1.7297; number 2, C, carries -0.3261; number 3, C, carries -0.8408; number 4, C, carries 0.3377; number 5, S, carries 1.3027; number 6, O, carries -0.6687; number 7, O, carries -0.7891; number 8, N, carries -0.2692; number 9, C, carries -1.4346; number 10, C, carries 0.7296; number 11, C, carries -1.7441; number 12, C, carries -1.2993; number 13, C, carries -1.2417; number 14, C, carries 0.1225; number 15, C, carries 1.1641; number 16, O, carries -0.6456; number 17, C, carries -0.5930; number 18, C, carries 0.4582; number 19, O, carries -0.5709; number 20, N, carries 0.0423; number 21, C, carries -1.2845; number 22, C, carries 0.4643; number 23, C, carries -1.0144; number 24, C, carries -0.5510; number 25, C, carries -1.1920; number 26, O, carries -0.0334; number 27, H, carries 0.3603; number 28, H, carries 0.4234; number 29, H, carries 0.3000; number 30, H, carries 1.0928; number 31, H, carries 0.2443; number 32, H, carries 0.2710; number 33, H, carries 0.6796; number 34, H, carries 0.6938; number 35, H, carries 1.0155; number 36, H, carries 0.0782; number 37, H, carries 0.3226; number 38, H, carries 0.3252; number 39, H, carries 0.3034; number 40, H, carries 0.2764; number 41, H, carries 0.2862; number 42, H, carries 0.2961; number 43, H, carries 0.3993; number 44, H, carries 0.3892; number 45, H, carries 0.2015; number 46, H, carries 0.4611; number 47, H, carries 0.4481; number 48, H, carries 0.0540; number 49, H, carries 0.5845; number 50, H, carries 0.2929; number 51, H, carries 0.1875; number 52, H, carries 0.3874; number 53, H, carries 1.1981; number 54, H, carries 0.0340

---

No. 2
An isolated molecule of C18H28N4O2S, computed with the ωB97M-V functional and the def2-TZVPD basis.

Structure (XYZ):
```
53
Properties=species:S:1:pos:R:3
C -6.8797 -2.6546 -0.8530
C -7.0305 -1.8484 0.4340
O -5.8060 -1.6773 1.1184
C -4.8994 -0.7658 0.6719
C -5.0846 0.1223 -0.3829
C -4.0839 1.0129 -0.7257
C -2.8779 1.0417 -0.0338
N -1.9113 1.9788 -0.4167
C -0.6000 2.0702 -0.0381
S 0.0455 3.5885 0.1372
N 0.1122 0.9366 0.1585
C 1.4720 1.0190 0.6525
C 2.4703 0.9168 -0.5112
N 2.2809 -0.2851 -1.2988
C 2.7944 -1.5051 -0.7024
C 4.3253 -1.4751 -0.6995
O 4.9861 -1.7777 -1.6667
N 4.8682 -1.0869 0.4753
C 6.2967 -0.9413 0.6857
C 6.7418 -1.8189 1.8523
C 6.6425 0.5266 0.9273
C 0.9101 -0.3621 -1.7496
C -0.1187 -0.2769 -0.6025
C -2.7016 0.1674 1.0385
C -3.6953 -0.7229 1.3782
H -6.4443 -3.6253 -0.6298
H -7.8548 -2.8013 -1.3092
H -6.2318 -2.1428 -1.5604
H -7.5023 -0.8782 0.2350
H -7.6598 -2.3961 1.1412
H -6.0039 0.1414 -0.9461
H -4.2424 1.7006 -1.5436
H -2.2809 2.8644 -0.7389
H 1.5985 1.9678 1.1744
H 1.6166 0.1956 1.3610
H 3.4944 0.9560 -0.1413
H 2.3147 1.7738 -1.1730
H 2.4204 -1.6960 0.3185
H 2.4939 -2.3360 -1.3439
H 4.2736 -0.8520 1.2547
H 6.7662 -1.2847 -0.2413
H 6.2694 -1.4919 2.7771
H 7.8192 -1.7575 1.9757
H 6.4725 -2.8560 1.6693
H 6.1499 0.8921 1.8271
H 7.7155 0.6422 1.0504
H 6.3243 1.1329 0.0829
H 0.7625 -1.2880 -2.3076
H 0.7421 0.4815 -2.4272
H -1.1245 -0.2857 -1.0168
H -0.0107 -1.1365 0.0678
H -1.7923 0.2027 1.6171
H -3.5685 -1.3977 2.2097
```

Calculated values
SMILES ... CCOc1ccc(NC(=S)N2CCN(CC(=O)NC(C)C)CC2)cc1
LUMO ... 0.6 eV
Energy relative to the best compared isomer or geometry (same formula, charge and spin) ... 23.1 kcal/mol
HOMO energy ... -0.28768 Ha
Spin multiplicity ... 1

So, what does the Mulliken scheme give us? The charges, in e, come out as: number 1, C, carries -1.0344; number 2, C, carries -0.4224; number 3, O, carries -0.4552; number 4, C, carries 0.7247; number 5, C, carries -0.2343; number 6, C, carries -0.9757; number 7, C, carries -0.2850; number 8, N, carries -0.0790; number 9, C, carries 0.2838; number 10, S, carries -0.3691; number 11, N, carries 0.0817; number 12, C, carries -1.1040; number 13, C, carries -0.5061; number 14, N, carries 0.1215; number 15, C, carries -0.3244; number 16, C, carries 0.1507; number 17, O, carries -0.6677; number 18, N, carries -0.1198; number 19, C, carries 0.1683; number 20, C, carries -1.4207; number 21, C, carries -1.4178; number 22, C, carries -1.4309; number 23, C, carries -0.3100; number 24, C, carries 0.2085; number 25, C, carries -0.8359; number 26, H, carries 0.2996; number 27, H, carries 0.3519; number 28, H, carries 0.3395; number 29, H, carries 0.3389; number 30, H, carries 0.3131; number 31, H, carries 0.3652; number 32, H, carries 0.4002; number 33, H, carries 0.3081; number 34, H, carries 0.6363; number 35, H, carries 0.2291; number 36, H, carries 0.1458; number 37, H, carries 0.3473; number 38, H, carries 0.2510; number 39, H, carries 0.4837; number 40, H, carries 0.3621; number 41, H, carries 0.3570; number 42, H, carries 0.3419; number 43, H, carries 0.4130; number 44, H, carries 0.3653; number 45, H, carries 0.3194; number 46, H, carries 0.4452; number 47, H, carries 0.3306; number 48, H, carries 0.4490; number 49, H, carries 0.4269; number 50, H, carries 0.5263; number 51, H, carries 0.2129; number 52, H, carries 0.4637; number 53, H, carries 0.4304

---

No. 3
A structure of composition C18H28N6STc in a non-equilibrium geometry, computed with the ωB97M-V functional and the def2-TZVPD basis.

Structure (XYZ):
```
54
Properties=species:S:1:pos:R:3
Tc -1.7995 0.1354 -2.0506
C 2.5825 0.2636 -5.1646
C 1.0655 0.0796 -5.0882
C 0.6363 -0.9931 -6.1463
C 0.6865 -0.2246 -3.6730
C -0.5514 -0.8668 -3.4320
C -0.7066 -1.5854 -2.1827
C 0.3362 -1.4965 -1.1960
C 0.4224 -2.6166 -0.1918
C 1.3783 -0.5832 -1.4040
C 1.4639 0.1550 -2.5618
H 2.9010 0.3826 -6.1687
H 3.0657 -0.5640 -4.6381
H 2.9058 1.1300 -4.5522
H 0.4495 1.0044 -5.3018
H 0.6581 -1.9866 -5.7171
H 1.3344 -0.9146 -7.0132
H -0.3470 -0.8985 -6.5711
H -1.2087 -1.2783 -4.2622
H -1.4408 -2.4282 -2.1635
H -0.5757 -3.0548 -0.1529
H 0.7446 -2.2167 0.7996
H 1.1679 -3.3678 -0.5365
H 2.1566 -0.4719 -0.6120
H 2.2662 0.9003 -2.6249
C 1.8233 0.5820 3.1134
C 0.4180 0.6041 3.6370
N -0.7136 0.0324 3.0113
N -2.3805 0.2965 0.6693
C -2.1851 0.9758 -0.4791
S -3.7860 -0.7868 -1.9694
N 0.2265 0.7198 5.0427
N 1.0928 0.9811 6.1318
H 2.4373 1.1906 3.8191
H 1.9115 1.1621 2.1940
H 2.1499 -0.5022 3.0294
H -3.2420 -0.2121 0.9387
H 1.8303 1.5822 5.8062
H 0.5365 1.4329 6.8916
C -2.7496 -1.2407 3.9534
C -1.5627 -0.3198 4.0964
C -1.5774 1.0361 1.6483
C -0.8856 2.1443 0.8112
N -1.5187 2.2942 -0.3533
N -1.0692 0.1729 5.2665
C 0.3027 3.0272 1.1358
H -3.7433 -0.8212 4.1387
H -2.5743 -1.8897 4.8522
H -2.7188 -1.8037 3.0134
H -2.0627 1.5495 2.5412
H -1.2563 -0.4132 6.0870
H 0.7961 2.8468 2.1251
H 0.0016 4.0846 1.1893
H 0.9074 2.7708 0.2644
```

Calculated values
Net charge ... +4
LUMO (spin up / spin down) ... -14.8 / -15.0 eV
Energy relative to the best compared isomer or geometry (same formula, charge and spin) ... 166.6 kcal/mol
HOMO energy (spin up / spin down) ... -0.75871 / -0.77791 Ha
Spin multiplicity ... 4

So, what does the Mulliken scheme give us? The charges, in e, come out as: number 1, Tc, carries 0.3084; number 2, C, carries -1.5132; number 3, C, carries 0.9060; number 4, C, carries -1.3840; number 5, C, carries 0.2889; number 6, C, carries -0.6164; number 7, C, carries -0.8042; number 8, C, carries 0.8710; number 9, C, carries -1.4349; number 10, C, carries -0.3185; number 11, C, carries -0.8161; number 12, H, carries 0.4679; number 13, H, carries 0.4642; number 14, H, carries 0.3374; number 15, H, carries 0.2553; number 16, H, carries 0.4436; number 17, H, carries 0.3529; number 18, H, carries 0.3944; number 19, H, carries 0.5617; number 20, H, carries 0.6738; number 21, H, carries 0.4547; number 22, H, carries 0.2217; number 23, H, carries 0.3813; number 24, H, carries 0.5548; number 25, H, carries 0.4530; number 26, C, carries -0.9683; number 27, C, carries 0.2108; number 28, N, carries 0.1995; number 29, N, carries 0.0644; number 30, C, carries 0.1921; number 31, S, carries -0.0194; number 32, N, carries 0.5642; number 33, N, carries -0.7042; number 34, H, carries 0.4186; number 35, H, carries 0.2501; number 36, H, carries 0.2568; number 37, H, carries 0.3939; number 38, H, carries 0.2959; number 39, H, carries 0.3604; number 40, C, carries -1.2920; number 41, C, carries 0.3891; number 42, C, carries 0.0704; number 43, C, carries 0.5076; number 44, N, carries -0.4283; number 45, N, carries -0.1911; number 46, C, carries -1.0339; number 47, H, carries 0.3653; number 48, H, carries 0.4647; number 49, H, carries 0.3414; number 50, H, carries 0.3342; number 51, H, carries 0.4554; number 52, H, carries 0.3169; number 53, H, carries 0.3669; number 54, H, carries 0.3154